1.
Formula: C30H48BrN3P2Re
Source: the OMol25 dataset
Level of theory: ωB97M-V/def2-TZVPD

The geometry in XYZ format:
```
85
Properties=species:S:1:pos:R:3:forces:R:3
N -6.0729 -0.9964 3.8632 -0.157 0.377 -0.872
C -5.2057 -0.1801 4.4766 1.009 0.315 -0.314
C -4.2410 0.5791 3.7840 -0.195 0.022 -0.096
C -4.2943 0.5597 2.3614 -0.244 0.003 -1.177
C -5.2655 -0.2639 1.6952 -0.776 -0.215 0.772
C -6.1512 -1.0130 2.5139 1.062 0.465 -1.016
C -3.4961 1.4019 1.5224 -0.378 -1.222 2.058
Re 0.5699 1.3371 -0.7197 -0.709 -3.793 3.994
P 2.3788 0.4932 -1.8465 -0.980 0.737 1.115
C -3.6759 1.4171 0.1349 3.576 1.032 -1.895
C -2.8054 2.2754 -0.6556 -1.426 -3.147 0.027
C -2.6371 1.9385 -2.0620 -0.157 1.096 -0.870
C -1.4622 2.1997 -2.7011 -1.371 -0.599 -0.469
C -0.3012 2.5940 -1.9734 1.553 2.532 -0.780
C -0.5398 3.3298 -0.6672 -3.685 1.133 -0.169
C -1.8826 3.2594 -0.1739 2.528 -0.006 0.198
Br 1.2057 3.5087 -3.2576 -2.550 -0.697 1.074
H -2.6177 1.8447 2.0214 -0.782 0.691 -0.318
H -3.8940 0.4034 -0.3057 -0.796 1.935 -0.038
H -3.4728 1.1987 4.2915 -0.804 -0.440 -0.183
H -5.3194 -0.2815 0.5720 -0.351 -0.202 1.606
H -5.2085 -0.1518 5.5664 -0.191 -0.154 -0.236
H -6.8798 -1.6458 1.9823 0.178 0.175 0.862
H -3.5385 1.6946 -2.6376 0.454 -0.366 0.241
H -2.2125 3.9308 0.6061 0.198 0.128 0.278
H -1.3254 2.0482 -3.7674 -0.274 -0.204 0.039
H -0.0312 4.2285 -0.3204 0.532 -0.357 -0.232
P -0.5710 -1.2276 -0.3193 0.675 -1.714 -1.642
C 2.8535 2.2516 -0.6987 0.434 -0.543 -1.373
C 3.8073 3.1708 -1.4691 -0.065 0.413 0.104
H 3.4078 1.8898 0.1830 -0.246 0.044 -0.701
H 1.9800 2.8715 -0.3116 0.421 -0.213 -0.274
H 3.9855 4.0134 -0.7730 0.259 -0.223 -0.555
H 4.7437 2.6147 -1.6537 -0.437 0.587 -0.021
H 3.3421 3.5580 -2.3989 0.952 -0.330 0.919
C 1.8717 0.1250 -3.5622 0.861 0.828 -0.027
C 3.0932 0.2102 -4.4680 0.281 -0.150 -0.875
H 1.0425 0.7580 -3.8747 0.070 -0.035 0.141
H 1.5508 -0.9200 -3.5213 -0.077 0.277 0.149
H 2.7148 0.4934 -5.4637 0.512 -0.190 0.222
H 3.8446 0.9642 -4.1500 -0.454 -0.532 -0.367
H 3.5236 -0.8111 -4.5247 0.188 0.853 -0.167
C 3.6548 -0.6409 -1.3670 -0.076 -0.436 0.498
C 5.0447 -0.0406 -1.5017 0.670 -0.246 -0.150
H 3.4982 -1.4719 -2.0557 0.197 -0.212 -0.059
H 3.4329 -1.0259 -0.3606 0.204 0.186 -0.241
H 5.7706 -0.8443 -1.3508 -0.016 0.132 -0.001
H 5.2159 0.3543 -2.5094 0.061 0.013 0.289
H 5.2472 0.7271 -0.7509 -0.017 -0.104 -0.137
C 0.3128 -2.5571 0.6377 0.181 0.806 0.901
C 1.7433 -2.9663 0.3380 0.008 0.014 0.249
H -0.3500 -3.4210 0.4543 0.217 0.516 0.067
H 0.2639 -2.2680 1.7010 -0.135 -0.596 -0.514
H 1.7930 -4.0016 0.7011 0.409 0.180 -0.349
H 1.9994 -2.9217 -0.7278 0.049 -0.214 0.348
H 2.4478 -2.3904 0.9550 -0.075 -0.098 -0.346
C -0.2683 -1.9978 -1.9868 0.151 0.447 0.148
C -1.3151 -1.5735 -3.0359 0.448 -0.191 -0.021
H -0.2790 -3.0924 -1.7961 0.022 0.595 -0.305
H 0.7660 -1.7078 -2.2729 -0.880 -0.547 0.258
H -0.9451 -1.8472 -4.0375 -0.372 0.150 0.293
H -2.2520 -2.1172 -2.8465 0.253 0.328 -0.344
H -1.5130 -0.4849 -2.9973 0.083 -0.532 -0.120
C -2.2844 -1.9622 -0.0793 -0.687 0.772 -0.229
C -2.7121 -2.7563 1.1549 -0.177 -0.010 0.412
H -2.3506 -2.6692 -0.9231 0.077 0.514 0.166
H -2.9889 -1.1344 -0.2604 0.038 -0.645 -0.123
H -3.6419 -3.2732 0.8640 0.350 0.100 0.191
H -1.9837 -3.5200 1.4640 -0.413 0.246 -0.133
H -2.9425 -2.1315 2.0263 -0.030 -0.254 -0.306
C 3.8654 0.0546 3.4265 0.229 -0.222 0.294
C 2.4653 0.0450 2.9702 -0.092 0.269 -0.350
C 1.2808 -0.3932 3.5341 -0.406 -0.562 -0.145
C 0.2650 -0.0677 2.6192 1.257 0.427 -0.260
N 0.8088 0.6239 1.5431 -0.563 -0.816 -0.048
N 2.1379 0.5934 1.7916 0.781 0.421 0.167
C -1.1149 -0.5823 2.7557 -0.532 0.271 0.212
H 4.0580 0.9913 3.9830 0.060 -0.452 -0.243
H 3.9714 -0.7905 4.1132 0.441 0.218 -0.094
H 4.5658 -0.0388 2.5743 -0.210 0.036 0.554
H 1.1733 -1.0437 4.4206 0.051 0.803 -0.520
H 2.8034 0.8696 1.0718 -0.553 -0.206 0.946
H -1.0823 -1.6498 3.0427 -0.018 0.562 -0.275
H -1.6613 -0.1010 3.5708 0.182 0.122 -0.037
H -1.7144 -0.4468 1.8499 0.196 -0.093 0.224
```
Positions in Å, forces in eV/Å.

Summary:
total charge = +4
spin multiplicity = 4

2.
Formula: C30H48BrN3P2SeSn
Source: the OMol25 dataset
Level of theory: ωB97M-V/def2-TZVPD

The geometry in XYZ format:
```
86
Properties=species:S:1:pos:R:3:forces:R:3
N -6.8395 5.3288 -5.2374 2.553 -1.535 2.384
C -6.6011 5.7978 -4.0174 -0.863 1.306 0.739
C -5.6281 5.2304 -3.1764 0.156 -0.813 -1.223
C -4.9117 4.0881 -3.6216 -0.448 0.877 -0.999
C -5.2367 3.5823 -4.9077 -0.383 1.115 0.656
C -6.2306 4.2245 -5.6557 -0.399 -0.496 -1.387
C -3.8908 3.4924 -2.7712 0.452 -0.623 -0.219
Sn 1.1026 2.2104 0.3564 -1.160 -1.165 0.866
P 5.5158 -0.6592 0.0295 -3.273 -0.178 -0.569
C -3.0683 2.4871 -3.1666 -0.925 0.560 -0.928
C -2.2735 1.6910 -2.2669 0.876 -0.747 1.197
C -1.0958 1.0312 -2.7086 0.184 0.596 -0.377
C -0.1148 0.6584 -1.7788 -1.727 0.035 -0.268
C -0.4737 0.6828 -0.4144 2.822 3.019 0.100
C -1.6543 1.2376 0.0596 -1.536 0.082 -1.154
C -2.5970 1.6673 -0.8861 0.328 0.141 -0.167
Br 0.8238 -0.8323 1.5144 -0.874 -2.174 0.402
H -3.8149 3.9225 -1.7762 -0.154 -0.349 0.050
H -2.9424 2.2756 -4.2427 -0.352 -0.074 0.582
H -5.3957 5.6730 -2.2124 -0.336 0.138 -0.204
H -4.7205 2.7331 -5.3398 -0.314 0.080 -0.069
H -7.1659 6.6672 -3.6567 0.108 -0.270 -0.307
H -6.5123 3.8434 -6.6336 -0.001 0.013 -0.005
H -0.8863 0.9798 -3.7851 -0.076 0.176 0.385
H -3.5449 2.0896 -0.5704 0.086 0.041 0.040
H 0.9153 0.4442 -2.1169 -0.651 -0.152 0.151
H -1.8440 1.4562 1.1244 0.180 -0.466 -0.648
P -0.5720 -2.2527 0.1731 1.320 -0.973 0.128
C 4.8414 1.0256 0.2163 0.924 0.531 0.512
C 5.9421 2.0404 -0.1428 0.117 0.421 -0.144
H 4.5359 1.1521 1.2647 0.126 -0.085 -0.149
H 3.9498 1.1445 -0.4225 0.325 -0.348 0.028
H 5.6596 3.0515 0.1816 0.129 -0.310 -0.164
H 6.8886 1.7729 0.3496 -0.294 0.225 -0.082
H 6.1303 2.0638 -1.2264 -0.070 0.011 0.323
C 4.8395 -1.2077 -1.5958 1.124 0.208 -0.505
C 5.6827 -2.3117 -2.2407 -0.048 -0.279 -0.316
H 4.8232 -0.3159 -2.2423 -0.006 -0.256 0.181
H 3.8049 -1.5515 -1.4230 0.315 0.252 0.249
H 5.3460 -2.4532 -3.2736 0.139 -0.058 0.203
H 6.7475 -2.0513 -2.2666 -0.271 -0.044 -0.049
H 5.5728 -3.2710 -1.7216 0.064 0.199 -0.053
C 4.5480 -1.6941 1.1909 0.951 -0.853 0.429
C 5.2738 -1.9530 2.5190 -0.151 -0.153 0.183
H 4.3743 -2.6506 0.6706 0.066 0.285 0.139
H 3.5706 -1.2159 1.3559 0.364 0.188 -0.281
H 4.6024 -2.5159 3.1829 0.328 0.177 -0.095
H 6.1834 -2.5495 2.3594 -0.306 0.198 0.107
H 5.5555 -1.0131 3.0091 -0.051 -0.223 -0.003
C -0.6306 -3.6699 1.3077 0.128 0.327 0.515
C -1.7093 -4.7114 1.0466 -0.537 -0.260 -0.125
H -0.7301 -3.2473 2.3128 0.092 -0.222 0.001
H 0.3556 -4.1397 1.2313 0.026 0.273 0.155
H -2.6767 -4.4198 1.4751 0.304 -0.084 -0.172
H -1.8514 -4.9293 -0.0175 0.063 -0.046 0.165
H -1.4075 -5.6476 1.5294 -0.078 0.202 -0.098
C 0.6225 -2.6943 -1.1367 0.152 0.360 -0.013
C 0.1260 -2.6031 -2.5729 0.065 0.224 -0.507
H 0.9531 -3.7125 -0.8983 -0.072 0.151 0.052
H 1.4682 -2.0159 -0.9717 -0.041 -0.282 -0.142
H -0.8612 -3.0433 -2.7180 0.159 -0.093 -0.021
H 0.0821 -1.5613 -2.9150 -0.047 -0.385 0.099
H 0.8278 -3.1333 -3.2288 -0.196 0.079 0.164
C -2.2120 -2.0457 -0.5776 -0.489 1.148 0.015
C -3.3630 -1.7554 0.3948 -0.263 -0.035 0.194
H -2.4167 -2.9802 -1.1348 0.552 0.140 0.338
H -2.1425 -1.2471 -1.3328 0.106 -0.260 0.211
H -4.1381 -1.1871 -0.1334 0.175 -0.166 0.176
H -3.8294 -2.6718 0.7857 0.254 0.342 -0.160
H -3.0253 -1.1495 1.2413 -0.156 -0.035 -0.179
C 2.2148 1.0900 4.9889 0.903 0.251 0.074
N 0.8659 0.5965 4.9520 -1.268 0.229 -0.711
C 0.3985 -0.4548 5.7222 0.031 0.401 -0.432
C -0.8941 -0.6603 5.3796 0.209 0.626 -0.345
N -1.2060 0.2849 4.4219 0.786 0.484 -0.430
C -2.4833 0.3545 3.7475 -0.613 0.040 -0.055
C -0.1293 1.0831 4.1401 0.058 -2.125 1.187
Se -0.0839 2.5493 2.9735 0.449 0.459 -0.356
H 2.4865 1.2683 6.0351 0.102 0.088 -0.314
H 2.2607 2.0226 4.4114 0.057 -0.271 0.336
H 2.9119 0.3494 4.5545 -0.339 0.300 0.211
H 1.0279 -0.9304 6.4512 0.020 -0.088 0.058
H -1.6316 -1.3577 5.7255 -0.044 -0.094 0.165
H -2.6374 -0.5564 3.1413 0.058 0.443 0.346
H -3.2787 0.4349 4.5043 0.200 0.001 -0.407
H -2.4776 1.2451 3.1042 -0.176 -0.370 0.330
```
Positions in Å, forces in eV/Å.

Summary:
total charge = +4
spin multiplicity = 1

Looking at E for the records above, in order, we have -4669.346157, -7207.069360 hartree.